(1)
Computed, not measured: C20H17FeNO8 as an isolated structure, with wB97M-V/def2-TZVPD.

Structure (XYZ):
```
47
Properties=species:S:1:pos:R:3
O -1.868 0.943 3.122
C -1.603 0.645 2.033
Fe -1.285 0.335 0.357
C -2.948 0.730 -0.103
O -4.045 0.921 -0.452
C -0.804 2.017 0.058
O -0.426 3.088 -0.181
C -1.455 -1.746 0.587
C -0.178 -1.668 1.341
C 0.567 -0.525 0.745
C 0.530 -0.254 -0.622
C -0.529 -0.721 -1.406
C -1.525 -1.474 -0.777
H -2.302 -2.234 1.081
H -0.358 -1.509 2.425
H 0.383 -2.631 1.327
H 1.325 -0.040 1.369
H 1.289 0.401 -1.061
H -0.623 -0.432 -2.468
H -2.407 -1.801 -1.337
C -5.914 -6.296 2.338
C -4.565 -6.874 1.990
O -3.817 -5.908 1.231
C -2.572 -6.409 0.956
C -1.774 -5.554 0.132
C -0.424 -5.819 -0.210
O 0.298 -4.952 -0.722
C 0.159 -7.207 0.027
C -0.498 -8.397 -0.341
C 0.069 -9.642 -0.108
C 1.339 -9.737 0.479
N 1.878 -11.012 0.822
O 3.008 -11.036 1.364
O 1.187 -12.027 0.572
C 2.039 -8.561 0.796
C 1.467 -7.319 0.542
O -2.262 -7.514 1.416
H -6.445 -7.073 2.897
H -5.808 -5.410 2.973
H -6.488 -6.046 1.439
H -4.034 -7.144 2.917
H -4.703 -7.798 1.403
H -2.193 -4.590 -0.103
H -1.470 -8.361 -0.836
H -0.463 -10.555 -0.365
H 3.025 -8.651 1.250
H 2.050 -6.417 0.760
```

For the max |F|, the calculation gives 0.07562 hartree/bohr. Its total charge is -2. Its energy above the lowest of the compared OMol25 structures with the same formula, charge and spin is 9.3 kcal/mol. The HOMO-LUMO gap (spin up / spin down) comes out at 3.69 / 4.26 eV. Its multiplicity is 5. The total energy comes out at -73266.082 eV.

=====

(2)
Computed, not measured: C4H12BF4O4Rb as an isolated structure, with wB97M-V/def2-TZVPD.

Structure (XYZ):
```
26
Properties=species:S:1:pos:R:3
Rb -0.123 -1.547 -1.075
B 0.732 1.334 0.567
F -0.129 2.413 0.453
F -0.019 0.218 1.029
F 1.283 0.949 -0.649
F 1.802 1.525 1.465
C 1.221 -2.558 2.261
C 1.404 -1.581 3.481
O 0.286 -0.771 3.723
O -0.032 -2.827 1.604
H 1.625 -3.538 2.531
H 1.938 -2.151 1.536
H 2.384 -1.118 3.357
H 1.446 -2.140 4.417
H 0.198 -0.161 2.986
H -0.173 -3.758 1.781
C -1.342 1.590 -2.251
C -1.443 1.388 -3.770
O -0.418 2.028 -4.476
O -2.288 0.887 -1.470
H -1.377 2.637 -1.946
H -0.320 1.231 -2.085
H -2.371 1.867 -4.118
H -1.525 0.314 -3.965
H -0.691 2.860 -4.854
H -2.069 0.910 -0.531
```

For the max |F|, the calculation gives 0.05655 hartree/bohr. Its energy above the lowest of the compared OMol25 structures with the same formula, charge and spin is 18.8 kcal/mol. The HOMO-LUMO gap comes out at 9.22 eV. Its multiplicity is 1. The total energy comes out at -24740.276 eV.

=====

(3)
Computed, not measured: an isolated ion of composition C4H8O2 and charge -1, with wB97M-V/def2-TZVPD.

Structure (XYZ):
```
14
Properties=species:S:1:pos:R:3
C 0.093 -1.178 1.608
O 1.003 -2.090 1.977
C 0.427 -0.566 0.208
C -0.701 0.273 -0.400
C -0.271 1.631 -1.043
O -0.426 1.792 -2.338
H -0.941 -1.603 1.576
H -0.036 -0.284 2.295
H 0.783 -1.393 -0.406
H 1.323 0.029 0.416
H -1.092 -0.283 -1.253
H -1.589 0.299 0.241
H 0.803 1.531 -0.773
H -0.537 2.489 -0.396
```

For the max |F|, the calculation gives 0.05157 hartree/bohr. Its total charge is -1. Its energy above the lowest of the compared OMol25 structures with the same formula, charge and spin is 36.2 kcal/mol. The HOMO-LUMO gap (spin up / spin down) comes out at 6.02 / 3.86 eV. Its multiplicity is 2. The total energy comes out at -8369.547 eV.

=====

(4)
Computed, not measured: C22H27As2O16PTl as an isolated structure, with wB97M-V/def2-TZVPD.

Structure (XYZ):
```
69
Properties=species:S:1:pos:R:3
Tl -2.392 0.622 -0.680
O -1.495 -3.248 4.246
C -1.400 -2.262 3.550
C -0.448 -2.039 2.418
O 0.595 -2.658 2.217
C -1.024 -0.986 1.609
C -2.165 -0.441 2.254
O -2.955 0.388 1.731
C -2.291 -1.046 3.593
O -2.950 -0.666 4.536
O -0.584 -0.575 0.451
C -6.069 -1.645 -0.345
O -5.014 -2.548 -0.657
P -3.543 -2.214 0.059
O -3.843 -2.641 1.575
C -4.123 -3.990 1.959
O -2.799 -3.555 -0.450
C -2.084 -3.529 -1.684
H -6.930 -2.218 0.002
H -6.353 -1.082 -1.238
H -5.783 -0.944 0.445
H -4.440 -3.950 2.999
H -3.222 -4.597 1.883
H -4.908 -4.417 1.334
H -1.489 -4.439 -1.718
H -1.420 -2.662 -1.740
H -2.778 -3.509 -2.527
C 4.152 -0.508 2.778
O 3.550 0.648 3.364
C 2.601 1.407 2.821
O 2.108 2.234 3.560
C 2.170 1.347 1.371
C 1.454 2.420 0.998
As 0.590 2.952 -0.669
C 1.918 4.318 -1.210
C 1.215 1.563 -1.870
C 1.758 0.400 -1.529
As 2.650 -0.120 0.132
C 4.290 0.904 -0.461
C 1.812 -0.714 -2.515
O 0.846 -1.211 -3.037
O 3.070 -1.161 -2.667
C 3.291 -2.235 -3.579
C 0.968 1.858 -3.300
O 1.561 1.386 -4.237
O 0.034 2.829 -3.455
C -0.219 3.200 -4.808
C 1.292 3.634 1.882
O 2.106 4.526 1.814
O 0.087 3.880 2.422
C -0.781 2.775 2.668
H 4.778 -0.920 3.566
H 4.772 -0.248 1.920
H 3.404 -1.243 2.487
H 1.839 5.182 -0.555
H 1.711 4.624 -2.235
H 2.931 3.928 -1.137
H 4.018 1.930 -0.704
H 4.725 0.429 -1.340
H 5.047 0.930 0.324
H 3.675 -3.088 -3.022
H 4.025 -1.901 -4.311
H 2.360 -2.500 -4.076
H -0.927 4.023 -4.783
H -0.631 2.354 -5.358
H 0.709 3.506 -5.292
H -1.671 3.183 3.137
H -0.310 2.059 3.341
H -1.068 2.272 1.743
```

For the max |F|, the calculation gives 0.02043 hartree/bohr. Its total charge is -1. Its energy above the lowest of the compared OMol25 structures with the same formula, charge and spin is 0.0 kcal/mol. The HOMO-LUMO gap comes out at 6.00 eV. Its multiplicity is 1. The total energy comes out at -191671.973 eV.

=====

(5)
Computed, not measured: C29H33BeF4N2O3S as an isolated structure, with wB97M-V/def2-TZVPD.

Structure (XYZ):
```
73
Properties=species:S:1:pos:R:3
Be 0.416 -0.631 0.492
C 1.759 -3.247 0.425
N 1.873 -1.869 0.918
C 3.164 -1.317 0.492
C 1.760 -1.827 2.388
C 1.597 -0.384 2.845
N 0.698 0.297 1.908
C 0.432 1.609 2.075
C -0.609 2.191 1.308
F -1.354 1.373 0.543
C -0.896 3.529 1.311
F -1.878 3.987 0.518
C -0.212 4.424 2.117
C 0.742 3.877 2.946
F 1.420 4.685 3.784
C 1.043 2.531 2.961
F 1.967 2.131 3.870
H 2.554 -3.876 0.850
H 1.851 -3.248 -0.662
H 0.789 -3.662 0.697
H 3.985 -1.937 0.875
H 3.278 -0.303 0.861
H 3.212 -1.287 -0.597
H 2.631 -2.295 2.869
H 0.868 -2.387 2.656
H 2.574 0.105 2.898
H 1.195 -0.395 3.864
H -0.423 5.483 2.109
O -7.303 0.673 2.977
C -6.800 0.486 1.728
O -7.489 0.778 0.789
C -5.426 -0.068 1.623
C -4.948 -0.388 0.352
C -3.690 -0.930 0.178
C -2.850 -1.180 1.273
S -1.296 -1.959 1.097
C -3.326 -0.835 2.545
C -4.587 -0.295 2.715
H -6.656 0.398 3.633
H -5.598 -0.207 -0.494
H -3.340 -1.185 -0.815
H -2.683 -1.004 3.399
H -4.889 -0.040 3.727
C 2.869 2.208 -0.307
C 2.351 2.164 -1.744
C 0.965 2.809 -1.863
C 2.333 0.783 -2.383
C 3.221 0.552 -3.426
C 3.128 -0.570 -4.234
C 2.035 -1.399 -4.056
C 1.122 -1.224 -3.017
C -0.150 -2.061 -3.102
C -0.078 -3.403 -2.376
C -1.401 -1.271 -2.702
C 1.367 -0.211 -2.050
O 0.705 -0.106 -0.904
H 2.911 3.241 0.051
H 3.875 1.784 -0.245
H 2.208 1.645 0.348
H 3.035 2.762 -2.351
H 0.224 2.218 -1.329
H 0.662 2.864 -2.913
H 0.968 3.823 -1.453
H 3.990 1.293 -3.626
H 3.844 -0.747 -5.028
H 1.859 -2.210 -4.757
H -0.248 -2.294 -4.166
H -0.069 -3.263 -1.299
H 0.816 -3.960 -2.677
H -0.956 -4.010 -2.622
H -1.409 -1.076 -1.630
H -2.303 -1.832 -2.966
H -1.430 -0.308 -3.219
```

For the max |F|, the calculation gives 0.01698 hartree/bohr. Its total charge is -1. The HOMO-LUMO gap comes out at 7.15 eV. Its multiplicity is 1. The total energy comes out at -61844.182 eV.

=====

(6)
Computed, not measured: an isolated ion of composition C5H16N3 and charge +1, with wB97M-V/def2-TZVPD.

Structure (XYZ):
```
24
Properties=species:S:1:pos:R:3
N 1.523 2.859 2.137
C 1.515 1.443 1.723
C 0.849 1.378 0.329
C -0.498 0.524 0.337
N -0.405 -0.870 0.711
C -1.266 -1.759 -0.165
C -0.365 -2.098 -1.353
N -0.802 -1.375 -2.627
H 1.851 3.581 1.390
H 0.683 3.137 2.653
H 0.874 0.678 2.354
H 2.514 1.068 2.011
H 1.648 0.961 -0.371
H 0.467 2.385 0.005
H -1.106 1.169 1.072
H -1.011 0.744 -0.531
H -0.561 -0.931 1.754
H -2.265 -1.507 -0.297
H -1.310 -2.678 0.405
H 0.773 -1.783 -1.116
H -0.422 -3.281 -1.620
H -0.441 -1.885 -3.466
H -0.424 -0.368 -2.483
H -1.823 -1.391 -2.853
```

For the max |F|, the calculation gives 0.09715 hartree/bohr. Its total charge is +1. Its energy above the lowest of the compared OMol25 structures with the same formula, charge and spin is 99.1 kcal/mol. The HOMO-LUMO gap comes out at 7.37 eV. Its multiplicity is 1. The structure (SMILES) is NCCCNCC[NH3+]. The total energy comes out at -9905.417 eV.

=====

(7)
Computed, not measured: C5H9N3 in the gas phase, with wB97M-V/def2-TZVPD.

Structure (XYZ):
```
17
Properties=species:S:1:pos:R:3
C 0.664 -0.188 -2.715
C 0.538 -0.088 -1.525
C 0.476 -0.072 -0.082
N 1.767 -0.139 0.545
C -0.774 -0.635 0.609
N -1.785 -1.171 -0.245
C -0.515 0.858 0.605
N -0.064 1.438 1.862
H 0.823 -0.222 -3.770
H 2.032 -1.112 0.651
H 1.671 0.275 1.475
H -0.573 -1.128 1.543
H -2.699 -1.294 0.203
H -1.503 -2.073 -0.615
H -1.086 1.471 -0.108
H -0.887 1.628 2.415
H 0.460 2.305 1.722
```

For the max |F|, the calculation gives 0.01578 hartree/bohr. Its energy above the lowest of the compared OMol25 structures with the same formula, charge and spin is 70.3 kcal/mol. The HOMO-LUMO gap comes out at 9.62 eV. Its multiplicity is 1. The structure (SMILES) is C#CC1(N)[C@H](N)[C@H]1N. The total energy comes out at -9798.417 eV.

=====

(8)
Computed, not measured: C19H14BrHoN3O3 as an isolated structure, with wB97M-V/def2-TZVPD.

Structure (XYZ):
```
41
Properties=species:S:1:pos:R:3
Ho -0.240 -0.364 -0.483
O 0.842 3.426 -2.082
C 0.789 2.356 -1.501
N -0.316 1.745 -1.042
C -1.554 2.459 -1.330
C -2.764 1.598 -1.102
C -4.039 2.149 -1.196
C -5.145 1.332 -1.076
C -4.949 -0.025 -0.839
C -3.660 -0.495 -0.703
N -2.573 0.291 -0.820
C 2.068 1.576 -1.215
C 3.276 2.255 -1.311
C 4.457 1.570 -1.097
C 4.396 0.218 -0.784
C 3.156 -0.389 -0.689
N 2.001 0.266 -0.888
H -1.542 2.797 -2.380
H -1.622 3.371 -0.718
H -4.143 3.209 -1.380
H -6.141 1.738 -1.164
H -5.784 -0.700 -0.749
H -3.471 -1.546 -0.495
H 3.245 3.304 -1.564
H 5.403 2.082 -1.156
H 5.292 -0.358 -0.624
H 3.067 -1.446 -0.443
Br 0.620 1.075 2.319
C 0.759 -0.830 2.654
C 1.721 -1.450 3.426
C 1.832 -2.837 3.335
C 1.145 -3.547 2.359
C 0.189 -2.905 1.578
C -0.089 -1.566 1.842
C -0.385 -3.430 0.233
O -0.691 -4.576 0.060
O -0.402 -2.458 -0.625
H 2.374 -0.876 4.059
H 2.519 -3.347 3.994
H 1.349 -4.591 2.182
H -0.990 -1.085 1.414
```

For the max |F|, the calculation gives 0.03368 hartree/bohr. Its total charge is +1. The HOMO-LUMO gap (spin up / spin down) comes out at 8.88 / 8.96 eV. Its multiplicity is 5. The total energy comes out at -126381.383 eV.